{
  "formula": "C45H51InN5O7Se",
  "method": "ωB97M-V/def2-TZVPD",
  "elements": ["In", "N", "C", "C", "C", "N", "H", "H", "H", "H", "H", "H", "H", "H", "H", "H", "C", "C", "C", "C", "C", "C", "Se", "C", "C", "C", "H", "H", "H", "H", "H", "H", "H", "H", "H", "H", "H", "C", "O", "C", "C", "C", "C", "C", "C", "N", "C", "C", "C", "C", "C", "C", "C", "O", "H", "H", "H", "H", "H", "H", "H", "H", "H", "H", "H", "H", "H", "O", "C", "O", "C", "C", "C", "C", "O", "C", "O", "C", "C", "H", "H", "H", "H", "H", "C", "N", "N", "C", "O", "C", "C", "C", "C", "C", "C", "C", "C", "C", "H", "H", "H", "H", "H", "H", "H", "H", "H", "H", "H", "H"],
  "positions_angstrom": [[-1.03, -0.63, -0.30], [-3.32, -0.45, 0.83], [-4.28, 0.61, 0.48], [-3.59, 1.96, 0.35], [-2.82, 2.07, -0.97], [-1.46, 1.54, -0.82], [-3.80, -1.33, 0.95], [-2.89, -0.22, 1.73], [-5.07, 0.68, 1.24], [-4.76, 0.34, -0.46], [-2.89, 2.11, 1.18], [-4.35, 2.74, 0.40], [-2.79, 3.12, -1.29], [-3.32, 1.49, -1.74], [-0.96, 2.05, -0.08], [-0.93, 1.66, -1.68], [2.79, -4.97, 4.82], [2.06, -3.91, 4.05], [2.74, -2.98, 3.28], [2.09, -1.95, 2.62], [2.89, -0.97, 1.80], [0.70, -1.84, 2.75], [-0.17, -0.27, 2.07], [-0.02, -2.80, 3.48], [-1.52, -2.74, 3.57], [0.67, -3.81, 4.12], [3.84, -5.00, 4.54], [2.35, -5.96, 4.65], [2.73, -4.76, 5.89], [3.82, -3.07, 3.19], [3.94, -1.24, 1.81], [2.77, 0.04, 2.18], [2.54, -0.98, 0.76], [-1.96, -2.82, 2.57], [-1.85, -1.79, 4.00], [-1.91, -3.55, 4.18], [0.12, -4.55, 4.69], [1.84, 2.31, -4.88], [1.04, 1.14, -4.77], [-0.31, 1.27, -4.78], [-0.99, 2.47, -4.95], [-2.37, 2.46, -5.07], [-3.08, 1.27, -5.01], [-2.41, 0.08, -4.79], [-1.03, 0.07, -4.65], [-0.24, -1.09, -4.54], [-0.53, -2.34, -4.27], [-1.66, -2.95, -3.66], [-1.94, -4.28, -4.08], [-2.96, -4.99, -3.54], [-3.72, -4.43, -2.50], [-3.44, -3.18, -2.03], [-2.41, -2.37, -2.58], [-2.15, -1.21, -2.08], [1.64, 2.84, -5.81], [2.86, 1.96, -4.88], [1.68, 2.98, -4.03], [-0.44, 3.40, -5.03], [-2.89, 3.39, -5.23], [-4.15, 1.27, -5.15], [-2.95, -0.85, -4.78], [0.73, -0.90, -4.78], [0.24, -3.03, -4.60], [-1.33, -4.70, -4.87], [-3.18, -5.99, -3.90], [-4.52, -5.00, -2.06], [-4.01, -2.76, -1.20], [0.64, -2.17, -1.16], [1.17, -1.18, -1.73], [0.66, -0.02, -1.67], [2.43, -1.35, -2.51], [3.24, -0.25, -2.71], [4.44, -0.34, -3.42], [4.76, -1.57, -3.94], [5.84, -1.92, -4.69], [5.74, -3.33, -4.90], [4.51, -3.77, -4.34], [3.95, -2.68, -3.73], [2.78, -2.61, -3.02], [2.94, 0.70, -2.28], [5.09, 0.51, -3.57], [6.58, -3.84, -4.41], [5.76, -3.55, -5.97], [2.16, -3.47, -2.83], [1.37, 4.14, 5.67], [1.29, 3.81, 4.27], [0.10, 3.46, 3.64], [0.37, 3.00, 2.36], [-0.53, 2.65, 1.58], [1.79, 3.05, 2.24], [2.30, 3.52, 3.42], [3.72, 3.72, 3.83], [-1.19, 3.65, 4.19], [-2.04, 2.54, 4.26], [-3.32, 2.71, 4.74], [-3.76, 3.96, 5.16], [-2.91, 5.05, 5.08], [-1.63, 4.90, 4.59], [0.37, 4.27, 6.07], [1.93, 5.07, 5.80], [1.87, 3.34, 6.24], [2.35, 2.76, 1.37], [4.38, 3.45, 3.01], [3.96, 3.09, 4.69], [3.91, 4.75, 4.11], [-1.66, 1.58, 3.95], [-3.98, 1.85, 4.81], [-4.77, 4.08, 5.54], [-3.26, 6.02, 5.40], [-0.97, 5.76, 4.51]],
  "charge": 1,
  "homo_lumo_gap_ev": 6.7550,
  "de_lowest_kj_mol": 62.20,
  "lumo_energy_ev": -3.106,
  "homo_energy_ev": -9.86
}

{
  "formula": "C11H19PSi",
  "method": "ωB97M-V/def2-TZVPD",
  "elements": ["C", "C", "C", "C", "C", "C", "C", "C", "C", "C", "C", "Si", "P", "H", "H", "H", "H", "H", "H", "H", "H", "H", "H", "H", "H", "H", "H", "H", "H", "H", "H", "H"],
  "positions_angstrom": [[-3.60, -0.47, -0.93], [-2.21, -1.36, -2.59], [-3.48, -0.95, -2.20], [-2.52, -0.11, -0.08], [-1.06, -1.15, -1.78], [-1.21, -0.47, -0.53], [-4.59, -1.24, -3.20], [-2.98, 0.44, 1.24], [0.17, -1.87, -2.22], [2.97, 2.23, 1.70], [5.13, 0.77, 3.72], [4.58, 1.29, 1.99], [2.68, 0.46, 1.17], [-4.64, -0.34, -0.73], [-2.14, -1.85, -3.65], [-4.99, -2.18, -2.74], [-5.22, -0.36, -3.14], [-4.04, -1.32, -4.13], [-3.98, 0.76, 1.12], [-2.81, -0.33, 1.88], [-2.32, 1.24, 1.67], [1.14, -1.67, -1.71], [-0.03, -2.86, -2.16], [0.42, -1.50, -3.20], [-0.33, -0.40, -0.03], [2.31, 2.75, 2.46], [2.91, 2.99, 0.88], [5.84, 1.41, 4.04], [4.29, 0.88, 4.49], [5.48, -0.20, 3.73], [5.59, 2.24, 1.46], [3.11, 0.49, -0.09]],
  "charge": 0,
  "homo_lumo_gap_ev": 9.1022,
  "de_lowest_kj_mol": 153.22,
  "lumo_energy_ev": 0.636,
  "homo_energy_ev": -8.47
}

{
  "formula": "C5H8O",
  "method": "ωB97M-V/def2-TZVPD",
  "elements": ["O", "C", "C", "C", "C", "C", "H", "H", "H", "H", "H", "H", "H", "H"],
  "positions_angstrom": [[0.17, -1.93, 1.06], [-0.87, -1.12, 1.20], [-0.72, 0.18, 0.78], [-0.48, 0.64, -0.97], [0.94, 0.31, -1.09], [0.78, 0.47, 0.42], [-1.75, -1.54, 1.68], [-1.43, 0.92, 1.13], [-1.24, -0.01, -1.41], [-0.73, 1.70, -1.06], [1.17, -0.70, -1.44], [1.58, 1.05, -1.56], [0.91, -1.21, 0.92], [1.07, 1.48, 0.75]],
  "charge": 0,
  "homo_lumo_gap_ev": [7.4871, 7.4865],
  "de_lowest_kj_mol": 474.44,
  "lumo_energy_ev": [0.493, 0.493],
  "homo_energy_ev": [-6.99, -6.99]
}

{
  "formula": "C9H12Cl2CoN3O3PRu",
  "method": "ωB97M-V/def2-TZVPD",
  "elements": ["Ru", "Co", "Cl", "Cl", "C", "C", "C", "O", "O", "O", "C", "N", "C", "N", "C", "N", "C", "P", "C", "C", "H", "H", "H", "H", "H", "H", "H", "H", "H", "H", "H", "H"],
  "positions_angstrom": [[-5.47, 0.30, -0.67], [-2.36, 0.74, -0.45], [-3.54, 0.44, -2.19], [-3.79, -0.20, 1.03], [-1.75, 1.97, 0.67], [-6.60, 0.07, -2.07], [-7.01, 0.56, 0.29], [-1.64, 2.45, 1.72], [-7.46, -0.07, -2.87], [-8.12, 0.69, 0.67], [2.99, -1.67, 0.78], [2.38, -1.60, -0.58], [3.02, -0.46, -1.27], [2.90, 0.81, -0.52], [3.32, 0.68, 0.89], [2.66, -0.44, 1.58], [1.22, -0.27, 1.73], [0.32, 0.14, 0.12], [0.92, -1.52, -0.51], [1.55, 1.37, -0.60], [4.10, -1.70, 0.63], [2.63, -2.57, 1.30], [2.54, -0.34, -2.25], [4.08, -0.70, -1.38], [3.06, 1.60, 1.43], [4.41, 0.49, 0.91], [0.79, -1.19, 2.12], [1.04, 0.51, 2.47], [0.46, -1.72, -1.48], [0.53, -2.27, 0.20], [1.50, 2.32, -0.04], [1.30, 1.57, -1.65]],
  "charge": 4,
  "homo_lumo_gap_ev": [6.7160, 6.1604],
  "spin_multiplicity": 10,
  "lumo_energy_ev": [-13.459, -17.625],
  "homo_energy_ev": [-20.18, -23.79]
}

Repeat the third record exactly.
{
  "formula": "C5H8O",
  "method": "ωB97M-V/def2-TZVPD",
  "elements": ["O", "C", "C", "C", "C", "C", "H", "H", "H", "H", "H", "H", "H", "H"],
  "positions_angstrom": [[0.17, -1.93, 1.06], [-0.87, -1.12, 1.20], [-0.72, 0.18, 0.78], [-0.48, 0.64, -0.97], [0.94, 0.31, -1.09], [0.78, 0.47, 0.42], [-1.75, -1.54, 1.68], [-1.43, 0.92, 1.13], [-1.24, -0.01, -1.41], [-0.73, 1.70, -1.06], [1.17, -0.70, -1.44], [1.58, 1.05, -1.56], [0.91, -1.21, 0.92], [1.07, 1.48, 0.75]],
  "charge": 0,
  "homo_lumo_gap_ev": [7.4871, 7.4865],
  "de_lowest_kj_mol": 474.44,
  "lumo_energy_ev": [0.493, 0.493],
  "homo_energy_ev": [-6.99, -6.99]
}